Entry from the Open Molecules 2025 dataset: a 2-piece molecular cluster, CCl5N3 overall (ωB97M-V/def2-TZVPD).

Structure (ORCA input):
```
! wB97M-V def2-TZVPD RIJCOSX def2/J DEFGRID3
* xyz 0 1
C -0.3427 -0.2004 -0.1150
N -0.3452 -1.3640 0.1538
N 1.6962 0.3481 -0.0794
N -0.9125 0.9572 -0.2582
Cl -1.7340 -2.4098 0.1840
Cl 2.2602 -0.0299 1.4698
Cl 2.2224 -0.8100 -1.1807
Cl -0.1122 2.4394 -0.0966
Cl -2.7321 1.0694 -0.0777
*
```

The value obtained for the energy above the lowest of the compared OMol25 structures with the same formula, charge and spin is 1.879 eV. The lowest unoccupied orbital energy (alpha / beta) comes out at -1.94 / -1.94 eV. The value obtained for the HOMO energy (alpha / beta) is -9.13 / -9.15 eV.